[1]
This record from the OMol25 dataset describes 2 unconnected molecules or ions with the total composition C6H12O2 at a distorted geometry. The level of theory is ωB97M-V/def2-TZVPD.

Output
SMILES ... CCC=O.CCC=O
Gap between HOMO and LUMO ... 10.47 eV
Energy above the lowest of the compared OMol25 structures with the same formula, charge and spin ... 2.073 eV
E_tot ... -386.2440 Eh

Last column: Mulliken charge in e.
Cartesian coordinates (Å):
O (-5.271, 9.957, -7.582)  -0.50
C (-4.506, 9.146, -7.050)  -0.02
C (-4.212, 6.769, -6.371)  -0.82
C (-4.520, 7.732, -7.551)  -0.25
H (-3.783, 9.381, -6.232)  0.31
H (-4.994, 6.561, -5.621)  0.31
H (-3.350, 7.229, -5.860)  0.28
H (-3.889, 5.813, -6.816)  0.14
H (-3.725, 7.807, -8.318)  0.25
H (-5.473, 7.521, -8.073)  0.28
O (-2.182, 2.959, -7.248)  -0.49
C (-3.087, 2.396, -6.621)  0.07
C (-2.401, 3.717, -4.493)  -1.03
C (-3.520, 2.931, -5.276)  -0.37
H (-3.662, 1.547, -7.062)  0.34
H (-2.770, 4.248, -3.599)  0.32
H (-1.967, 4.456, -5.187)  0.26
H (-1.606, 3.017, -4.183)  0.35
H (-3.789, 2.070, -4.634)  0.33
H (-4.402, 3.597, -5.331)  0.25



[2]
This record from the OMol25 dataset describes a single C5H8O molecule at a distorted geometry. The level of theory is ωB97M-V/def2-TZVPD.

Output
SMILES ... C#C[C@@H](C)CO
Gap between HOMO and LUMO ... 10.22 eV
Energy above the lowest of the compared OMol25 structures with the same formula, charge and spin ... 3.440 eV
E_tot ... -270.4315 Eh

Last column: Mulliken charge in e.
Cartesian coordinates (Å):
C (-0.625, -1.716, 0.121)  -1.38
C (-0.380, -0.352, -0.561)  0.60
C (-0.632, 0.968, 0.353)  -0.51
O (0.406, 1.937, 0.432)  -0.54
C (1.032, -0.204, -0.934)  -0.58
C (1.895, 0.616, -0.724)  -0.22
H (-0.086, -1.774, 1.071)  0.37
H (-0.218, -2.505, -0.523)  0.35
H (-1.680, -1.957, 0.301)  0.34
H (-1.025, -0.323, -1.455)  0.25
H (-1.459, 1.535, -0.078)  0.25
H (-0.893, 0.625, 1.359)  0.34
H (0.973, 1.837, 1.208)  0.33
H (2.690, 1.314, -0.568)  0.41



[3]
This record from the OMol25 dataset describes 9 unconnected molecules or ions with the total composition C54H100N12O10 at a distorted geometry. The level of theory is ωB97M-V/def2-TZVPD.

Output
SMILES ... O=C1c2ccccc2C(=O)c2ccccc21.CC1(C)CCCC(C)(C)N1O.CC1(C)CCCC(C)(C)N1O.CC1(C)CCCC(C)(C)N1O.CC1(C)CCCC(C)(C)N1O.NC(N)=O.NC(N)=O.NC(N)=O.NC(N)=O
Gap between HOMO and LUMO ... 6.87 eV
E_tot ... -3527.0220 Eh

Last column: Mulliken charge in e.
Cartesian coordinates (Å):
C (-5.693, -3.390, -5.774)  -0.60
C (-5.293, -3.284, -4.440)  -0.74
C (-4.012, -2.873, -4.149)  -0.62
C (-3.098, -2.662, -5.187)  0.75
C (-3.442, -2.889, -6.517)  0.12
C (-4.764, -3.240, -6.781)  -0.61
C (-2.508, -2.542, -7.620)  0.32
O (-2.846, -2.536, -8.778)  -0.66
C (-1.142, -2.083, -7.210)  0.63
C (-0.229, -1.806, -8.217)  -0.60
C (1.083, -1.468, -7.950)  -0.68
C (1.515, -1.494, -6.618)  -0.90
C (0.576, -1.687, -5.622)  -0.09
C (-0.757, -1.975, -5.866)  0.06
C (-1.733, -2.241, -4.787)  0.68
O (-1.433, -2.027, -3.629)  -0.74
H (-6.720, -3.604, -6.033)  0.42
H (-6.013, -3.538, -3.670)  0.49
H (-3.641, -2.705, -3.146)  0.44
H (-5.099, -3.447, -7.791)  0.46
H (-0.604, -1.944, -9.225)  0.50
H (1.822, -1.416, -8.740)  0.45
H (2.523, -1.169, -6.397)  0.39
H (0.967, -1.602, -4.613)  0.41
C (-5.713, -1.953, 3.578)  0.52
O (-5.790, -3.128, 3.252)  -0.65
N (-6.506, -1.406, 4.557)  -0.43
N (-4.729, -1.163, 3.059)  -0.17
H (-6.492, -0.413, 4.715)  0.21
H (-7.408, -1.855, 4.568)  0.26
H (-4.815, -0.162, 3.064)  0.18
H (-4.035, -1.581, 2.468)  0.00
C (-0.765, -0.897, 0.611)  0.57
O (-1.980, -1.135, 0.587)  -0.59
N (-0.176, -0.588, 1.806)  0.50
N (0.020, -0.691, -0.465)  0.20
H (-0.704, -0.938, 2.588)  0.05
H (0.820, -0.482, 1.889)  -0.49
H (-0.263, -0.719, -1.427)  0.09
H (0.914, -0.296, -0.232)  -0.06
C (-1.891, -4.862, -0.435)  0.52
O (-1.563, -5.779, -1.167)  -0.72
N (-2.427, -5.015, 0.812)  -0.20
N (-1.742, -3.543, -0.796)  0.16
H (-2.627, -4.152, 1.283)  0.05
H (-2.591, -5.891, 1.264)  0.21
H (-1.987, -2.694, -0.295)  0.25
H (-1.419, -3.539, -1.751)  -0.17
C (-5.007, 0.718, -1.203)  0.61
O (-4.666, 1.807, -0.774)  -0.60
N (-5.968, 0.552, -2.165)  -0.36
N (-4.486, -0.434, -0.676)  -0.09
H (-6.388, 1.402, -2.492)  0.24
H (-6.305, -0.345, -2.454)  0.13
H (-3.558, -0.418, -0.279)  -0.02
H (-4.804, -1.304, -1.069)  0.18
C (-2.547, 1.438, -5.666)  -1.26
C (-2.514, 2.466, -4.522)  1.44
C (-2.244, 1.707, -3.204)  -0.56
C (-0.766, 1.321, -3.141)  1.76
C (0.083, 2.582, -3.154)  -0.66
C (-0.078, 3.451, -4.396)  2.13
N (-1.552, 3.553, -4.620)  0.25
O (-1.898, 4.435, -5.685)  -0.54
C (0.395, 4.867, -4.036)  -1.90
C (0.528, 2.867, -5.673)  -1.83
C (-3.905, 3.043, -4.320)  -1.80
H (-2.569, 2.047, -6.584)  0.42
H (-3.446, 0.825, -5.718)  0.41
H (-1.666, 0.804, -5.767)  -0.33
H (-2.410, 2.386, -2.368)  -0.01
H (-2.828, 0.790, -3.132)  0.42
H (-0.487, 0.557, -3.878)  -0.30
H (-0.529, 0.791, -2.220)  -1.62
H (1.152, 2.355, -3.081)  1.13
H (-0.225, 3.070, -2.226)  -0.65
H (1.203, 4.807, -3.300)  0.35
H (0.821, 5.339, -4.922)  0.39
H (-0.402, 5.435, -3.567)  0.39
H (0.307, 3.630, -6.432)  0.53
H (1.613, 2.791, -5.757)  0.36
H (0.007, 1.965, -5.979)  0.22
H (-4.593, 2.317, -3.874)  0.12
H (-4.460, 3.296, -5.235)  0.39
H (-3.939, 3.944, -3.711)  0.38
H (-1.760, 3.880, -6.467)  0.40
C (-2.862, 4.540, 3.073)  -1.90
C (-1.877, 3.471, 2.551)  1.86
C (-2.195, 3.224, 1.063)  -0.47
C (-1.358, 3.925, 0.017)  0.25
C (0.140, 4.008, 0.416)  -0.98
C (0.279, 4.609, 1.792)  1.70
N (-0.471, 3.797, 2.746)  0.56
O (-0.230, 4.255, 4.073)  -0.58
C (1.764, 4.534, 2.231)  -1.95
C (-0.002, 6.129, 1.775)  -1.97
C (-2.191, 2.157, 3.300)  -1.92
H (-2.473, 5.163, 3.879)  0.28
H (-3.868, 4.155, 3.236)  0.44
H (-3.047, 5.309, 2.306)  0.42
H (-2.360, 2.152, 0.918)  -0.54
H (-3.206, 3.570, 0.815)  0.49
H (-1.672, 4.965, -0.102)  0.30
H (-1.383, 3.429, -0.952)  -0.55
H (0.551, 4.660, -0.358)  0.62
H (0.534, 2.993, 0.323)  -0.10
H (2.120, 3.511, 2.066)  0.17
H (2.400, 5.273, 1.751)  0.47
H (1.827, 4.678, 3.306)  0.55
H (0.462, 6.559, 0.889)  0.41
H (-1.073, 6.363, 1.725)  0.35
H (0.316, 6.614, 2.696)  0.43
H (-3.255, 1.940, 3.217)  0.31
H (-1.894, 2.214, 4.348)  0.56
H (-1.639, 1.361, 2.796)  0.28
H (-0.225, 3.439, 4.584)  0.38
C (0.695, -5.672, 3.611)  -1.54
C (1.003, -4.243, 4.128)  1.59
C (-0.357, -3.665, 4.533)  -1.10
C (-0.280, -2.482, 5.491)  -0.47
C (0.533, -2.779, 6.740)  -1.43
C (1.912, -3.346, 6.352)  1.63
N (1.790, -4.396, 5.360)  0.33
O (2.977, -5.142, 5.182)  -0.49
C (2.953, -2.284, 5.993)  -1.55
C (2.458, -4.014, 7.640)  -2.09
C (1.653, -3.408, 3.016)  -1.02
H (0.551, -5.575, 2.525)  0.32
H (-0.262, -6.053, 3.953)  0.32
H (1.511, -6.380, 3.723)  0.39
H (-0.955, -3.360, 3.670)  0.10
H (-0.950, -4.427, 5.044)  0.51
H (-1.309, -2.187, 5.715)  0.57
H (0.170, -1.613, 4.989)  0.06
H (0.036, -3.518, 7.368)  0.35
H (0.702, -1.863, 7.306)  0.46
H (3.118, -1.465, 6.692)  0.46
H (3.918, -2.782, 5.848)  0.37
H (2.765, -1.856, 5.005)  0.11
H (2.621, -3.298, 8.444)  0.40
H (1.704, -4.712, 8.015)  0.45
H (3.359, -4.568, 7.384)  0.49
H (0.881, -3.254, 2.255)  0.03
H (2.391, -4.019, 2.494)  0.51
H (2.005, -2.455, 3.390)  -0.15
H (2.727, -5.979, 5.588)  0.37
C (3.628, 0.647, 0.208)  -1.74
C (4.786, 0.455, 1.236)  1.51
C (4.948, -1.068, 1.362)  -0.70
C (6.164, -1.378, 2.231)  -0.56
C (7.421, -0.747, 1.604)  -1.25
C (7.271, 0.715, 1.161)  1.74
N (5.962, 0.989, 0.587)  0.36
O (5.833, 2.319, 0.136)  -0.47
C (7.479, 1.526, 2.483)  -1.89
C (8.433, 1.057, 0.248)  -1.88
C (4.304, 1.100, 2.543)  -1.24
H (3.265, 1.669, 0.333)  0.56
H (2.808, 0.009, 0.551)  -0.26
H (3.954, 0.459, -0.809)  0.54
H (3.997, -1.380, 1.806)  -0.20
H (5.047, -1.624, 0.427)  0.35
H (6.337, -2.457, 2.295)  0.44
H (5.891, -1.125, 3.260)  0.26
H (7.769, -1.449, 0.843)  0.38
H (8.174, -0.817, 2.394)  0.38
H (7.164, 2.567, 2.410)  0.28
H (7.046, 1.064, 3.369)  0.39
H (8.546, 1.548, 2.730)  0.49
H (9.389, 1.058, 0.760)  0.38
H (8.435, 0.414, -0.638)  0.42
H (8.332, 2.054, -0.195)  0.41
H (4.078, 2.141, 2.313)  0.30
H (4.964, 0.933, 3.385)  0.27
H (3.334, 0.653, 2.789)  0.22
H (6.104, 2.238, -0.783)  0.35



[4]
This record from the OMol25 dataset describes a molecular structure, C5H8AgO3 at a distorted geometry. The level of theory is ωB97M-V/def2-TZVPD.

Output
Expectation value of S² ... 2.0028
2S+1 ... 3
Net charge ... +1
Gap between HOMO and LUMO (alpha / beta) ... 8.66 / 6.32 eV
Energy above the lowest of the compared OMol25 structures with the same formula, charge and spin ... 0.296 eV
E_tot ... -567.5695 Eh

Last column: Mulliken spin population.
Cartesian coordinates (Å):
O (0.743, -0.463, 1.072)  -0.03
C (-0.223, 0.655, 0.507)  0.00
C (0.591, 1.140, -0.693)  0.01
O (1.864, 0.490, -0.559)  0.00
C (1.849, -0.409, 0.419)  -0.02
O (2.754, -1.243, 0.471)  0.02
Ag (4.404, -1.403, -0.721)  2.01
C (-1.689, 0.439, 0.335)  0.00
C (-1.730, -1.025, -0.095)  0.00
H (-0.060, 1.310, 1.372)  0.00
H (0.764, 2.219, -0.655)  0.00
H (0.154, 0.855, -1.657)  0.00
H (-2.213, 0.599, 1.285)  0.00
H (-2.054, 1.106, -0.458)  0.00
H (-2.605, -1.524, 0.334)  0.00
H (-0.845, -1.614, 0.229)  0.00
H (-1.704, -1.130, -1.187)  0.00



[5]
This record from the OMol25 dataset describes 2 unconnected molecules or ions with the total composition C4H10N2O2. The level of theory is ωB97M-V/def2-TZVPD.

Output
SMILES ... CC(=O)O.N/C=C/N
Gap between HOMO and LUMO ... 8.74 eV
Energy above the lowest of the compared OMol25 structures with the same formula, charge and spin ... 1.780 eV
E_tot ... -418.3956 Eh

Last column: Mulliken charge in e.
Cartesian coordinates (Å):
O (0.371, -2.430, 1.038)  -0.55
C (-0.545, -2.297, 0.283)  0.72
O (-0.504, -2.787, -0.967)  -0.47
C (-1.811, -1.544, 0.559)  -0.73
H (0.336, -3.287, -1.063)  0.34
H (-2.689, -2.033, 0.150)  0.35
H (-1.695, -0.559, 0.106)  0.03
H (-1.883, -1.420, 1.636)  0.29
C (0.280, 1.684, 0.109)  -0.42
C (1.527, 1.752, -0.360)  -0.05
N (2.603, 1.001, 0.112)  -0.55
N (-0.738, 2.478, -0.525)  -0.66
H (0.033, 1.112, 1.000)  0.40
H (1.722, 2.444, -1.169)  0.36
H (3.337, 0.841, -0.554)  0.25
H (2.304, 0.131, 0.514)  0.25
H (-1.263, 3.032, 0.139)  0.24
H (-1.384, 1.882, -1.007)  0.21



[6]
This record from the OMol25 dataset describes a gas-phase ion, N2O7S2 (charge -2) at a distorted geometry. The level of theory is ωB97M-V/def2-TZVPD.

Output
Net charge ... -2
Gap between HOMO and LUMO ... 7.03 eV
Energy above the lowest of the compared OMol25 structures with the same formula, charge and spin ... 1.042 eV
E_tot ... -1432.3928 Eh

Last column: Mulliken charge in e.
Cartesian coordinates (Å):
N (0.364, 1.147, 1.590)  -0.64
N (-1.962, -0.385, -1.000)  1.03
O (-1.399, -0.350, 0.108)  -0.49
O (-3.218, -0.255, -0.942)  -0.71
O (-1.331, -0.615, -2.039)  -0.59
O (3.119, 0.022, 1.235)  -0.52
O (1.302, -1.597, 1.539)  -0.49
O (1.231, 0.161, -0.468)  -0.29
O (-0.506, 1.794, -0.833)  -0.62
S (2.219, -0.921, 0.648)  0.43
S (0.182, 1.000, 0.163)  0.88